[1]
Entry from OMol25: a cluster of 8 separate species, C20H42N6O2S2 in total in a non-equilibrium geometry (ωB97M-V/def2-TZVPD).

Summary:
HOMO energy: -8.43 eV
frontier orbital gap: 8.90 eV

```
! RIJCOSX wB97M-V def2-TZVPD def2/J DEFGRID3
* xyz 0 1
C 4.04958 -2.60473 2.42114
C 3.48007 -2.91851 3.81494
N 2.03197 -3.10004 3.84346
C 1.27911 -1.88325 3.57512
C 1.32790 -1.30183 2.16471
C 1.68116 -3.72923 5.11348
C 0.18187 -3.90555 5.34139
H 5.04129 -3.04109 2.28193
H 4.18355 -1.53239 2.29019
H 3.41770 -3.01993 1.63837
H 3.90729 -3.86766 4.13579
H 3.78779 -2.10184 4.48763
H 0.22300 -2.08309 3.72129
H 1.63290 -1.10329 4.27813
H 0.59917 -0.47795 2.19159
H 2.24381 -0.85623 1.79392
H 0.88325 -1.97657 1.43015
H 2.08046 -3.14586 5.96517
H 2.14996 -4.71309 5.14366
H -0.23114 -4.40127 4.45789
H -0.35129 -2.96135 5.44524
H -0.02499 -4.47737 6.24372
C -4.04727 -4.00804 -4.83489
C -3.50690 -2.96768 -3.96125
N -3.07504 -2.13821 -3.29655
H -3.25686 -4.41414 -5.46130
H -4.87546 -3.61483 -5.41406
H -4.36516 -4.82240 -4.18056
C 1.28837 2.91019 -4.89809
C 0.26357 3.24891 -3.92691
N -0.53795 3.52213 -3.15292
H 0.94757 3.22405 -5.88919
H 1.42892 1.83604 -5.00947
H 2.23236 3.41893 -4.72282
C -4.56270 -1.57092 0.78915
C -3.90011 -0.64822 1.70486
N -3.36914 0.10487 2.39116
H -5.58548 -1.22105 0.61359
H -4.64708 -2.54165 1.26852
H -4.10456 -1.51001 -0.19663
C -0.79753 2.06602 3.74998
C -0.76331 2.51359 2.36068
N -0.71686 2.85314 1.26628
H -0.63623 0.98579 3.75230
H -1.76102 2.24661 4.21303
H 0.06448 2.52834 4.22997
C -0.61868 -0.40140 -5.70182
C -1.89185 -0.74926 -6.29427
N -2.91592 -0.92738 -6.78103
H -0.70726 0.16693 -4.77687
H -0.06742 0.30442 -6.33438
H 0.06235 -1.23191 -5.54265
C -1.11981 -0.44117 -0.95017
S 0.58588 -0.79774 -1.43728
O 0.56397 -0.85555 -2.92979
C 1.19849 0.83216 -0.96921
H -1.70298 -1.35725 -1.00520
H -1.45310 0.21914 -1.75539
H -1.29379 0.08115 -0.00999
H 0.68547 1.58539 -1.57428
H 2.25450 0.89481 -1.22272
H 0.92759 1.01253 0.06848
C 0.07355 6.83662 -0.44666
S 1.10927 5.93421 -1.62865
O 2.24602 6.84750 -1.93796
C 1.69308 4.68055 -0.44977
H 0.76085 7.31094 0.25420
H -0.69448 6.21667 0.00854
H -0.39943 7.64528 -1.00612
H 2.08912 5.09938 0.47585
H 2.50966 4.21645 -1.00015
H 0.81390 4.07820 -0.22653
*
```

These are the Löwdin partial charges, in e, on atoms 1 to 5: C -0.0928; C -0.2520; N -0.1973; C -0.2525; C -0.0974


[2]
Entry from OMol25: a structure of composition C20H42NNdP3Se in a non-equilibrium geometry (ωB97M-V/def2-TZVPD).

Summary:
HOMO energy (spin up / spin down): -16.32 / -16.32 eV
frontier orbital gap (spin up / spin down): 6.07 / 6.40 eV

```
! RIJCOSX wB97M-V def2-TZVPD def2/J DEFGRID3
* xyz 3 4
Nd -1.12047 0.21714 -0.27001
P -1.75664 -2.36502 0.85472
P 1.74642 -0.27787 1.95037
P 1.27842 -1.06960 -1.43970
H -3.90316 2.21424 -2.18918
C -3.47903 1.29257 -2.62226
C -2.18988 0.88905 -2.33054
H -1.44204 1.72425 -2.23738
C -3.25089 -2.08506 1.89497
C -0.75010 -3.46100 1.90801
C -2.43047 -3.46670 -0.43323
C 3.13120 0.90900 2.11774
C 1.00463 0.02537 3.61362
C 2.66851 -1.82052 2.35923
C 0.93149 -0.95438 -3.24191
C 1.45487 -2.87065 -1.19801
C 3.06128 -0.67129 -1.40716
H -4.09308 0.78095 -3.40592
H -1.81008 -0.14814 -2.60863
H -3.93993 -1.43072 1.33922
H -2.94328 -1.57840 2.82191
H -3.73767 -3.04613 2.11333
H -0.37347 -2.88218 2.76569
H 0.10710 -3.82311 1.32077
H -1.35552 -4.30983 2.26616
H -2.95121 -2.85987 -1.18992
H -3.14112 -4.17517 0.01364
H -1.60583 -4.00784 -0.91417
H 3.77129 0.61812 2.96250
H 2.75622 1.92202 2.29607
H 3.73374 0.92809 1.20328
H 1.76643 -0.06337 4.39991
H 0.20397 -0.69901 3.79814
H 0.59478 1.04137 3.62169
H 3.25373 -1.66585 3.27401
H 3.34771 -2.09368 1.54380
H 1.96758 -2.64604 2.52343
H 1.75571 -1.40084 -3.81275
H 0.82973 0.09848 -3.53615
H -0.00498 -1.46554 -3.48120
H 2.09737 -3.26855 -1.98773
H 0.47725 -3.35721 -1.23592
H 1.92101 -3.08029 -0.23000
H 3.54635 -1.16882 -2.26027
H 3.53901 -1.02435 -0.48292
H 3.15857 0.41308 -1.50500
C 0.85589 3.38291 -2.52492
C -0.37622 3.53414 -3.18472
C -0.41342 3.69443 -4.56648
C 0.75944 3.46573 -5.28713
C 1.99022 3.27815 -4.64246
C 2.01655 3.19193 -3.26033
Se 1.12819 3.18601 -0.55226
H 2.56006 3.60046 -0.35282
H -1.32154 3.57193 -2.65129
H -1.35682 3.83551 -5.07087
H 0.72159 3.44857 -6.36764
H 2.89623 3.03931 -5.20123
H 2.93409 2.98269 -2.74097
C -2.07217 0.84724 5.04181
C -2.48577 1.91217 4.00441
C -2.29434 1.45851 2.66161
N -2.05762 1.03012 1.60179
H -2.47158 -0.12420 4.74145
H -2.41460 1.06160 6.06402
H -0.98565 0.74367 5.03662
H -3.53460 2.18253 4.16044
H -1.90348 2.83991 4.14876
*
```

These are the natural (NBO) partial charges, in e, on atoms 1 to 5: Nd 1.9235; P 0.6982; P 0.7705; P 0.7001; H 0.2399


[3]
Entry from OMol25: a cluster of 4 separate species, C20H43BrN4O in total in a non-equilibrium geometry (ωB97M-V/def2-TZVPD).

Summary:
HOMO energy: -13.49 eV
frontier orbital gap: 8.81 eV

```
! RIJCOSX wB97M-V def2-TZVPD def2/J DEFGRID3
* xyz 2 1
C -3.95765 -1.54551 -3.30285
C -3.85804 -0.28645 -2.54316
O -4.31933 -0.00713 -1.45275
N -2.94829 0.71063 -3.16815
H -2.23794 0.93282 -2.42201
H -2.51421 0.18367 -3.96058
C -3.61439 1.98176 -3.60604
H -4.00369 -1.27001 -4.34011
H -4.95095 -1.90717 -2.99162
H -3.10534 -2.22547 -3.13855
H -4.21220 1.88459 -4.50813
H -2.86215 2.75095 -3.72864
H -4.30745 2.30113 -2.80341
C 1.25227 -1.82741 2.22250
C 2.00866 -0.64535 1.72203
C 2.82922 -0.83282 0.45593
C 3.13095 0.57397 -0.11636
N 4.16260 0.50955 -1.23483
C 4.16259 1.84615 -1.99444
C 2.97898 1.82865 -2.88837
C 2.57647 0.28641 -2.98874
C 3.65227 -0.45023 -2.34966
C 5.56583 0.05833 -0.79392
C 6.14110 0.89308 0.36092
C 7.70234 0.59095 0.45793
H 0.61086 -1.46284 2.99490
H 1.93291 -2.62044 2.54477
H 0.68512 -2.25714 1.47981
H 2.70297 -0.28566 2.49346
H 1.32417 0.14846 1.50215
H 2.25616 -1.44169 -0.30317
H 3.69865 -1.44836 0.66407
H 3.51910 1.17904 0.73135
H 2.16678 1.01575 -0.41242
H 5.09251 1.89895 -2.53152
H 4.09129 2.67026 -1.23079
H 3.23929 2.15109 -3.90750
H 2.17394 2.42454 -2.46872
H 2.45485 -0.15158 -3.95302
H 1.60283 0.11914 -2.43937
H 4.51023 -0.58753 -3.05007
H 3.46588 -1.42861 -1.87690
H 6.19330 -0.03741 -1.67597
H 5.58963 -0.94315 -0.39804
H 5.64065 0.66479 1.29359
H 6.00798 1.95995 0.15773
H 8.11367 1.19803 1.27699
H 8.24926 0.71088 -0.47345
H 7.93919 -0.48192 0.66304
C -7.34258 -0.05970 4.04405
C -6.87205 -0.59389 2.74850
N -5.38978 -0.52246 2.60880
C -4.71577 -0.04326 1.45235
C -3.39703 -0.27716 1.71313
N -3.26586 -0.76029 3.01092
C -4.46525 -0.88579 3.50672
C -2.01680 -1.01451 3.82003
H -6.96949 -0.69265 4.85445
H -8.44459 0.01023 4.20062
H -6.74980 0.85106 4.25932
H -7.26292 -0.05528 1.95661
H -7.16663 -1.60728 2.59513
H -5.26394 0.36597 0.64015
H -2.52250 -0.09360 1.13857
H -4.74000 -1.37802 4.44576
H -2.41610 -1.46719 4.78802
H -1.43232 -0.05902 3.97467
H -1.39684 -1.75258 3.34511
Br -0.70267 0.70573 -1.07087
*
```

These are the natural (NBO) partial charges, in e, on atoms 1 to 5: C -0.7446; C 0.7457; O -0.5031; N -0.6468; H 0.4717


[4]
Entry from OMol25: a structure of composition C20H43ErOP3S in a non-equilibrium geometry (ωB97M-V/def2-TZVPD).

Summary:
HOMO energy (spin up / spin down): -15.13 / -15.14 eV
frontier orbital gap (spin up / spin down): 5.32 / 5.42 eV

```
! RIJCOSX wB97M-V def2-TZVPD def2/J DEFGRID3
* xyz 3 4
Er -0.27258 -0.20465 0.02824
P 1.97706 0.91238 1.21924
P -2.79863 2.45767 0.56482
P 0.58881 1.60668 -1.89648
H 0.77741 -5.37889 2.25272
C 1.19711 -4.81925 1.40392
C 2.37563 -4.19197 1.52173
H 2.93810 -4.21643 2.46322
C 2.46298 -0.05921 2.68682
C 1.96849 2.58979 1.95113
C 3.57740 0.96449 0.33511
C -4.24240 2.01673 -0.40279
C -3.18723 2.28267 2.30495
C -2.27014 4.10244 0.08388
C 1.94662 0.78877 -2.82305
C 1.24480 3.30280 -1.69598
C -0.66325 1.82421 -3.21443
H 0.65909 -4.90251 0.45302
H 2.85513 -3.70202 0.66970
H 2.35894 -1.13372 2.49506
H 1.84265 0.21031 3.54962
H 3.51364 0.16378 2.91230
H 1.28867 2.61570 2.81060
H 1.63446 3.33241 1.21799
H 2.98313 2.84546 2.28847
H 3.73483 0.01554 -0.19109
H 4.36967 1.10414 1.08335
H 3.60618 1.78355 -0.39249
H -5.05513 2.73921 -0.23398
H -4.60676 1.01780 -0.11307
H -4.00372 2.01539 -1.47967
H -4.14469 2.76458 2.55624
H -2.39104 2.73267 2.90816
H -3.25178 1.21481 2.55317
H -3.08111 4.83344 0.22533
H -1.97730 4.10726 -0.97507
H -1.41051 4.40387 0.69406
H 2.06272 1.30368 -3.78592
H 1.70637 -0.26930 -2.99625
H 2.88676 0.83948 -2.26046
H 1.45766 3.72667 -2.68828
H 2.17073 3.30424 -1.10729
H 0.50425 3.93331 -1.18564
H -0.20576 2.34396 -4.06905
H -1.51050 2.41309 -2.83347
H -1.03238 0.84364 -3.54895
C 0.09849 -2.87570 -2.44357
C -1.09611 -2.30575 -2.93386
C -1.63158 -2.73513 -4.15075
C -1.01275 -3.76538 -4.87427
C 0.15434 -4.36778 -4.37656
C 0.71132 -3.92388 -3.17671
S 0.85432 -2.34385 -0.95064
H -1.69615 1.52592 0.29302
H -1.58327 -1.51461 -2.35153
H -2.54435 -2.26201 -4.52740
H -1.44497 -4.09784 -5.81471
H 0.61427 -5.17725 -4.93822
H 1.62270 -4.34799 -2.77675
C -1.14435 -0.12782 4.26215
C -0.75214 -1.06827 3.20038
C -0.37083 -2.44346 3.54937
O -0.76866 -0.68314 1.98252
H -0.79650 -0.51734 5.22711
H -2.24109 -0.03638 4.31481
H -0.71468 0.87582 4.11324
H -0.03828 -3.04491 2.69357
H 0.42825 -2.41373 4.30640
H -1.23237 -2.92820 4.03296
*
```

These are the natural (NBO) partial charges, in e, on atoms 1 to 5: Er 1.8430; P 0.6990; P 1.4148; P 0.6403; H 0.2088


[5]
Entry from OMol25: a cluster of 3 separate species, C20H43F5N9O5S in total in a non-equilibrium geometry (ωB97M-V/def2-TZVPD).

Summary:
HOMO energy: -11.19 eV
frontier orbital gap: 6.49 eV

```
! RIJCOSX wB97M-V def2-TZVPD def2/J DEFGRID3
* xyz 1 1
N 0.39893 0.00898 1.63331
C 1.43152 0.68480 0.98243
N 1.60851 2.14649 1.37509
N 2.29679 -0.04704 -0.01949
C 2.24622 0.56956 -1.40077
C 1.84314 -0.49720 -2.58004
C 0.25184 -0.94025 -2.32419
C -0.72208 0.12175 -3.13004
N -0.92143 1.44541 -2.44994
N -0.30331 2.58939 -2.93334
C -0.61786 3.81841 -2.10752
C -0.13790 5.37843 -2.32924
F -0.43876 5.69921 -3.77473
F 1.31000 5.53066 -2.05414
C -1.09728 6.40070 -1.43346
F -2.56485 6.13460 -1.67444
F -0.87635 6.23298 0.04781
F -0.85753 7.80162 -1.89921
N -1.52013 3.39609 -0.93110
C -1.67393 1.92238 -1.24470
N -2.46016 1.15477 -0.43582
C -2.79858 -0.30657 -0.56372
C -4.28107 -0.50489 0.18389
C -5.31669 0.47783 -0.68697
S -7.12512 0.18962 -0.29201
O -8.09708 0.87833 -1.32707
O -7.35336 -1.36294 -0.25357
O -7.44308 0.94103 1.23294
H 0.40767 -0.98091 1.29021
H 2.07675 2.16102 2.31980
H 0.64300 2.56060 1.45740
H 3.30549 0.01309 0.30146
H 1.48972 1.48040 -1.33754
H 3.30636 1.00853 -1.64121
H 2.47973 -1.47076 -2.39076
H 2.02301 -0.05468 -3.65593
H 0.13990 -1.97846 -2.90123
H -0.00963 -1.06731 -1.18946
H -1.74672 -0.39929 -3.45274
H -0.16628 0.34543 -4.16220
H 0.31683 2.57951 -3.78241
H -2.90100 1.65953 0.39248
H -1.97271 -0.92404 0.03592
H -2.94828 -0.69907 -1.65633
H -4.24564 -0.21842 1.32709
H -4.60982 -1.62128 0.01823
H -5.05721 1.61591 -0.57935
H -5.14039 0.15919 -1.82046
H -6.87034 1.78320 1.21412
C 2.33079 0.96469 6.68034
C 3.62557 1.16402 5.89544
C 4.59868 2.16784 6.55404
O 4.22920 3.54045 6.39166
C 3.24051 3.99389 7.30382
N 3.29223 1.56067 4.51780
H 1.63044 1.79393 6.55904
H 1.81279 0.06234 6.33325
H 2.53490 0.84094 7.74852
H 4.13263 0.19237 5.85809
H 5.57267 2.06630 6.05999
H 4.76426 1.93384 7.61232
H 3.33666 3.52124 8.28679
H 2.24490 3.82059 6.89157
H 3.36092 5.07436 7.42646
H 4.15395 1.59493 3.97145
H 2.98850 2.53807 4.54953
C 0.06110 -7.44784 -4.17116
C -0.63003 -6.47773 -3.21540
C -0.21819 -5.00334 -3.42737
O 1.07400 -4.67183 -2.91037
C 2.15492 -5.03188 -3.75720
N -0.38220 -6.91335 -1.83152
H 1.09790 -7.64934 -3.89314
H -0.45800 -8.41406 -4.17068
H 0.04870 -7.06413 -5.19615
H -1.70732 -6.54806 -3.40807
H -0.92539 -4.37326 -2.87427
H -0.30144 -4.70875 -4.48018
H 1.90059 -4.93252 -4.81754
H 2.47973 -6.04996 -3.53531
H 2.99449 -4.36515 -3.53910
H -0.92700 -6.32263 -1.20187
H 0.58773 -6.67296 -1.60783
*
```

These are the Löwdin partial charges, in e, on atoms 1 to 5: N 0.0880; C -0.3743; N 0.0397; N -0.0366; C -0.2359


[6]
Entry from OMol25: a structure of composition C20H43F9NbO3S in a non-equilibrium geometry (ωB97M-V/def2-TZVPD).

Summary:
HOMO energy: -4.39 eV
frontier orbital gap: 6.65 eV

```
! RIJCOSX wB97M-V def2-TZVPD def2/J DEFGRID3
* xyz -1 1
C 5.08661 -0.62476 2.71563
O 5.65629 0.00164 1.58659
C 4.70862 0.01792 0.50379
C 3.83632 1.28910 0.62480
C 2.32946 1.04025 0.30013
C 1.47406 1.21256 1.55524
C -0.03699 1.26411 1.25986
C -0.85161 1.58937 2.53610
C -1.46792 2.99233 2.38970
C -2.60937 3.27884 3.37098
C -3.81963 2.30147 3.31207
Nb -4.57099 1.61277 1.27153
O -5.50313 0.01580 2.18495
C -5.22702 1.03993 -0.84177
C -5.58202 -0.46984 -1.04637
C -4.38974 -1.36900 -1.41657
C -3.51682 -1.74706 -0.19238
C -3.12211 -3.23753 -0.20232
F -4.24225 -3.94942 0.00934
F -2.61085 -3.49068 -1.41546
C -2.05254 -3.43560 0.90602
F -2.30293 -2.72696 1.95795
F -0.91737 -2.97088 0.41307
S -1.72894 -5.22962 1.42298
F -0.22912 -5.16730 0.89241
F -2.22376 -5.79668 0.04258
F -3.15674 -5.34340 2.08542
F -1.16818 -4.71990 2.83690
F -1.44651 -6.71407 1.88653
H 5.15380 -1.72016 2.65231
H 4.02529 -0.38090 2.85354
H 5.63011 -0.27159 3.59425
H 4.08115 -0.87750 0.61174
H 5.21701 -0.04823 -0.45938
H 3.97032 1.66733 1.64064
H 4.24538 2.05104 -0.04537
H 2.27421 0.00351 -0.04684
H 2.04135 1.71155 -0.51012
H 1.70119 0.41131 2.26712
H 1.72082 2.17989 2.01007
H -0.37298 0.34168 0.77480
H -0.15113 2.05316 0.51148
H -1.61737 0.83060 2.69904
H -0.18978 1.52819 3.40885
H -1.73003 3.22312 1.35899
H -0.65618 3.69995 2.63645
H -2.91205 4.32719 3.30725
H -2.16114 3.17957 4.37704
H -4.67288 2.84555 3.75499
H -3.67435 1.42489 3.95500
H -3.03317 0.70046 0.91027
H -3.83615 3.10488 0.49992
H -6.14018 2.59057 1.38819
H -6.08978 0.41686 2.84876
H -4.37368 1.25055 -1.49993
H -6.10227 1.60810 -1.16541
H -6.23632 -0.51319 -1.93293
H -6.16606 -0.90516 -0.22983
H -4.72347 -2.28880 -1.90583
H -3.74296 -0.82864 -2.11128
H -4.07289 -1.56695 0.72810
H -2.59044 -1.17680 -0.20480
C 5.01556 -1.27865 -4.65530
C 3.96678 -0.20000 -4.44477
O 4.38168 0.84027 -3.57770
C 5.52192 1.57583 -3.97887
C 5.36136 2.28104 -5.31509
H 5.31180 -1.71436 -3.69949
H 4.61930 -2.07050 -5.29270
H 5.91600 -0.88699 -5.13136
H 3.08664 -0.64359 -3.97832
H 3.63364 0.21438 -5.40304
H 6.40926 0.93219 -3.98125
H 5.68556 2.32233 -3.20030
H 5.20690 1.57614 -6.13353
H 6.25360 2.86608 -5.54362
H 4.49983 2.95043 -5.29141
*
```

These are the Löwdin partial charges, in e, on atoms 1 to 5: C -0.1291; O -0.2063; C -0.2141; C -0.1670; C -0.1984